This record from the OMol25 dataset describes the molecule C2H6ClO2P at a distorted geometry. The level of theory is ωB97M-V with the def2-TZVPD basis set.

The geometry in XYZ format:
```
12
Properties=species:S:1:pos:R:3:forces:R:3:mulliken_charge:R:1
C -0.240398 -0.960725 -0.846440 1.0941 2.7111 0.4865 -0.894
C -0.586990 0.153962 0.132670 0.9237 2.8750 -0.5894 -0.455
P 0.792935 1.074593 0.773630 -2.8420 -1.6397 1.3686 0.836
O 0.196957 2.429355 1.385051 0.0631 -1.0324 0.7524 -0.443
O 1.309243 0.220875 2.035311 -1.0437 -1.1928 0.3477 -0.558
Cl 2.637405 1.710645 0.183762 0.3019 -0.0250 -0.4776 -0.273
H -1.129116 -1.281383 -1.316210 -0.5631 -0.2092 -1.2176 0.356
H 0.157126 -1.742764 -0.312236 0.9584 -2.1797 1.1020 0.274
H 0.599306 -0.471197 -1.381443 -0.9346 -1.2962 -1.1480 0.259
H -1.187906 0.962517 -0.421276 0.5399 -0.9622 0.8810 0.208
H 0.286255 3.140485 0.777256 0.1130 1.2040 -0.7431 0.300
H 0.603443 -0.470441 2.295263 1.3893 1.7470 -0.7625 0.389
```
Forces are in eV/Å.

Computed properties:
HOMO level ... -8.03 eV
HOMO-LUMO gap ... 0.308 hartree
Multiplicity ... 1
Energy relative to the best compared isomer or geometry (same formula, charge and spin) ... 46.8 kcal/mol
Lowest unoccupied orbital energy ... 0.353 eV
Charge ... 0
Structure (SMILES) ... CC=P(O)(O)Cl